*a*
ORCA calculation (ωB97M-V/def2-TZVPD) on a cluster of 2 separate species, BrFHP in total.

Calculated values
HOMO (spin up / spin down): -8.7107 / -10.4443 eV
Molar mass: 130.88 g/mol
Frontier orbital gap (spin up / spin down): 0.2905 / 0.3357 Eh

```
! wB97M-V def2-TZVPD RIJCOSX def2/J DEFGRID3
* xyz 0 1
Br -1.360 -1.040 0.034
P -0.129 0.618 0.733
F -0.277 1.509 -0.643
H 1.766 -1.088 -0.123
*
```

For each atom in turn, the Löwdin charge in e is: 0.11 0.37 -0.52 0.04

***

*b*
ORCA calculation (ωB97M-V/def2-TZVPD) on a structure of composition BrFHP.

Calculated values
HOMO: -10.7855 eV
Molar mass: 130.88 g/mol
Frontier orbital gap: 0.3503 Eh

```
! wB97M-V def2-TZVPD RIJCOSX def2/J DEFGRID3
* xyz 0 1
Br -1.504 2.086 -0.814
P -1.225 -0.029 -0.463
F -1.692 0.001 1.597
H 0.140 0.077 -0.124
*
```

For each atom in turn, the Löwdin charge in e is: 0.21 0.50 -0.56 -0.15

***

Which of them is the most stable? Correct choice: *b*.

***

*a*
ORCA calculation (ωB97M-V/def2-TZVPD) on the ion C4H5N2 with charge +1.

Calculated values
HOMO (spin up / spin down): -15.3122 / -15.1352 eV
Molar mass: 81.10 g/mol
Frontier orbital gap (spin up / spin down): 0.2902 / 0.3027 Eh

```
! wB97M-V def2-TZVPD RIJCOSX def2/J DEFGRID3
* xyz 1 1
N 1.021 -0.558 0.748
N 0.754 -1.165 -0.371
C -0.992 0.724 -0.435
C 0.492 0.422 1.321
C -0.420 1.375 0.546
C -0.692 -0.541 -0.998
H -0.679 2.425 0.762
H 1.397 -1.212 -1.149
H 0.852 0.549 2.362
H -0.456 -0.649 -1.988
H -1.277 -1.370 -0.797
*
```

Atom charges from the Löwdin analysis, given in e for atoms 1 to 5: 0.06 0.14 0.15 -0.02 0.01

***

*b*
ORCA calculation (ωB97M-V/def2-TZVPD) on a cluster of 2 separate species, C4H5N2 in total.

Calculated values
HOMO (spin up / spin down): -15.3224 / -12.1739 eV
Molar mass: 81.10 g/mol
Frontier orbital gap (spin up / spin down): 0.4171 / 0.1402 Eh

```
! wB97M-V def2-TZVPD RIJCOSX def2/J DEFGRID3
* xyz 1 1
N 1.847 -0.520 -1.024
N -1.229 -0.101 1.911
C -3.319 0.745 0.858
C 1.180 -0.847 -0.160
C -2.280 0.373 1.345
C 2.701 -0.495 -2.006
H -0.617 0.316 2.539
H -0.918 -0.945 1.415
H -3.856 1.475 0.320
H 2.336 -0.560 -3.024
H 3.688 -0.788 -1.779
*
```

Atom charges from the Löwdin analysis, given in e for atoms 1 to 5: -0.12 0.28 0.33 0.05 -0.08

***

Which of them is the most stable? Correct choice: *a*.

***

*a*
ORCA calculation (ωB97M-V/def2-TZVPD) on a structure of composition C7H16N2O2S.

Calculated values
HOMO: -9.6825 eV
Molar mass: 192.28 g/mol
Frontier orbital gap: 0.3797 Eh

```
! wB97M-V def2-TZVPD RIJCOSX def2/J DEFGRID3
* xyz 0 1
S 2.856 0.302 -0.127
O 2.141 1.231 -0.943
O 3.984 -0.431 -0.594
N 3.370 1.034 1.279
N 1.716 -0.663 0.585
C -2.241 -1.710 -0.612
C -1.356 -0.976 1.759
C -0.316 1.578 0.300
C -0.809 0.374 -0.457
C -1.295 -0.894 0.171
C -1.284 0.888 -1.850
C 0.076 -0.809 -0.500
H 2.751 1.581 1.860
H -0.636 1.708 -2.153
H -1.030 2.448 0.221
H -0.369 -0.410 2.227
H -3.298 -1.128 -0.610
H 1.950 -1.591 0.431
H -1.415 -2.069 2.103
H 0.416 -1.312 -1.364
H 0.632 1.736 -0.199
H 0.066 1.496 1.213
H -2.247 -0.416 1.974
H -1.896 -1.945 -1.639
H -2.540 -2.605 -0.088
H 4.327 1.130 1.417
H -1.276 0.069 -2.632
H -2.276 1.382 -1.772
*
```

Atom charges from the Löwdin analysis, given in e for atoms 1 to 5: 0.51 -0.31 -0.29 -0.07 -0.06

***

*b*
ORCA calculation (ωB97M-V/def2-TZVPD) on an isolated molecule of C7H16N2O2S.

Calculated values
HOMO: -7.2844 eV
Molar mass: 192.28 g/mol
Frontier orbital gap: 0.2972 Eh

```
! wB97M-V def2-TZVPD RIJCOSX def2/J DEFGRID3
* xyz 0 1
S 1.594 0.008 -0.577
O 2.660 -0.475 -1.431
O 1.646 1.398 -0.142
N -0.183 -1.206 -2.334
N -0.565 1.005 -1.551
C -2.082 2.784 -2.214
C -0.009 -0.207 -1.359
C 1.621 -1.024 0.931
C 0.514 -0.598 1.886
C -0.747 -1.436 1.678
C 0.980 -0.687 3.339
C -1.569 1.392 -2.286
H -1.534 -1.103 2.349
H 1.240 -1.713 3.592
H -0.099 1.697 -0.949
H -3.111 2.801 -1.852
H 0.191 -0.355 4.009
H 2.613 -0.866 1.346
H -1.468 3.381 -1.543
H -0.045 -2.132 -1.946
H 0.282 0.450 1.663
H 1.528 -2.055 0.601
H 0.452 -1.093 -3.125
H -1.101 -1.344 0.653
H -0.542 -2.485 1.887
H -2.077 3.252 -3.199
H -2.042 0.667 -2.925
H 1.852 -0.057 3.499
*
```

Atom charges from the Löwdin analysis, given in e for atoms 1 to 5: 0.71 -0.34 -0.35 0.05 0.01

***

Which of them is the most stable? Correct choice: *b*.